No. 1
This record from the Open Molecules 2025 dataset describes a 3-piece molecular cluster, C22H42BBrCl2O9PS overall. The level of theory is ωB97M-V/def2-TZVPD.

Geometry as XYZ:
```
79
Properties=species:S:1:pos:R:3:lowdin_charge:R:1
C -3.6913 -1.3108 -0.5031 -0.142
C -2.3116 -2.0089 -0.2851 -0.378
P -1.2126 -1.3177 1.0352 1.036
C -2.3151 -0.6393 2.3673 -0.237
C -0.1755 0.1146 0.3258 -0.439
C 0.7864 0.4749 1.4798 -0.234
C 1.6017 -0.7408 2.0383 -0.674
C 1.1829 -1.1430 3.4441 -0.174
Br 3.4816 -0.0753 2.1922 0.691
C 0.5779 -0.5110 -0.8593 -0.221
B 2.0556 0.0776 -1.1492 -0.659
O 2.9744 -0.7796 -1.7376 0.163
O 2.4586 1.3580 -0.8866 0.155
O -0.1744 -0.5186 -2.1096 -0.197
S -0.5230 0.9327 -2.6877 0.651
O -1.8132 0.8042 -3.2960 -0.303
O 0.4370 1.3815 -3.6483 -0.252
C -0.7014 2.0804 -1.2945 -0.310
C -1.6070 3.2134 -1.6081 -0.639
Cl -3.3203 2.9245 -1.7661 0.772
C -1.1902 4.4593 -1.7978 -0.675
C -2.0939 5.6252 -2.0910 -0.135
Cl 0.5008 4.8879 -1.6867 0.753
C -1.1485 1.2623 -0.0460 -0.195
C -1.3968 2.3034 1.0768 -0.717
O -0.4747 3.0819 1.4292 -0.036
O -2.5548 2.3126 1.5368 -0.044
H -3.8102 -0.3624 0.0164 0.047
H -3.8146 -1.1369 -1.5735 0.065
H -4.5034 -1.9824 -0.2188 0.061
H -2.5298 -3.0294 0.0391 0.046
H -1.8224 -2.1062 -1.2531 0.062
H -2.2477 -1.3853 3.1677 0.020
H -1.9400 0.2902 2.7831 0.035
H -3.3616 -0.5997 2.0784 0.032
H 1.4367 1.2973 1.2049 0.079
H 0.2234 0.8231 2.3440 0.102
H 1.6050 -1.5867 1.3601 0.066
H 0.2794 -1.7501 3.3918 0.045
H 1.0016 -0.2509 4.0434 0.083
H 1.9592 -1.7363 3.9276 0.055
H 0.7190 -1.5668 -0.6027 0.121
H 2.4499 -1.3631 -2.3004 0.104
H 3.3028 1.3251 -0.4137 0.085
H 0.2933 2.4558 -1.0487 0.093
H -1.4828 6.4638 -2.4197 0.054
H -2.8078 5.3902 -2.8740 0.061
H -2.5629 5.9035 -1.1460 0.091
H -2.1173 0.8466 -0.3175 0.093
C -0.9729 -6.5816 -0.9853 -0.077
C -1.9792 -6.6498 0.1511 -0.282
O -3.2883 -6.2597 -0.2222 -0.162
C -3.9022 -7.0204 -1.2440 -0.284
C -4.0581 -8.4941 -0.9063 -0.084
H -0.9336 -5.5720 -1.3972 0.079
H 0.0205 -6.8535 -0.6264 0.076
H -1.2297 -7.2598 -1.8008 0.064
H -1.6706 -5.9602 0.9372 0.118
H -1.9928 -7.6493 0.6015 0.104
H -3.3621 -6.8936 -2.1890 0.107
H -4.8890 -6.5807 -1.3912 0.118
H -3.0952 -8.9843 -0.7562 0.063
H -4.5747 -9.0133 -1.7149 0.074
H -4.6355 -8.6151 0.0117 0.080
C 3.3255 6.0132 0.1925 -0.087
C 3.5149 4.9630 1.2732 -0.262
O 4.2101 3.8094 0.8334 -0.168
C 5.5200 4.0073 0.3455 -0.286
C 6.4708 4.6180 1.3623 -0.083
H 2.7941 5.5879 -0.6593 0.018
H 2.7495 6.8536 0.5814 0.080
H 4.2785 6.4023 -0.1733 0.063
H 2.5371 4.6135 1.6051 0.125
H 4.0083 5.3935 2.1529 0.105
H 5.4980 4.6048 -0.5736 0.108
H 5.8869 3.0190 0.0631 0.117
H 6.1523 5.6138 1.6734 0.063
H 7.4726 4.7045 0.9378 0.072
H 6.5226 3.9946 2.2564 0.080
```

Computed properties:
2S+1 = 1
charge = -1
F_max = 3.03 eV Å⁻¹
LUMO energy = 2.30 eV
gap between HOMO and LUMO = 7.4 eV
E_tot = -157813.23712 eV

No. 2
This record from the Open Molecules 2025 dataset describes a 6-piece molecular cluster, C22H42BN5O9 overall. The level of theory is ωB97M-V/def2-TZVPD.

Geometry as XYZ:
```
79
Properties=species:S:1:pos:R:3:lowdin_charge:R:1
C -1.4456 0.5005 -0.5663 0.072
C -0.0482 0.5758 -0.7856 -0.081
C 0.6563 -0.7282 -0.8637 -0.095
C 1.5538 -1.2247 -1.7256 0.061
B 2.1891 -0.4485 -2.9553 -0.405
C 3.6917 0.0605 -2.7589 0.016
O 1.5306 -0.2204 -4.1554 0.122
C 1.7386 -2.6658 -1.2505 -0.410
O 2.5690 -3.4163 -1.5725 0.197
O 0.6978 -2.9405 -0.3781 0.122
C 0.3753 -1.7416 0.2480 -0.383
O -0.0302 -1.5985 1.3298 0.177
H -2.1405 0.2022 -1.3868 0.032
H -1.7968 0.6988 0.4583 0.084
H 0.4265 1.5460 -0.9535 0.105
H 4.1465 -0.6104 -2.0090 0.072
H 3.7377 1.1034 -2.4088 0.079
H 4.2857 -0.0378 -3.6802 0.035
H 0.8879 0.5012 -4.0909 0.113
C -0.0659 0.8655 6.3907 -0.066
N 0.0696 0.8923 4.9456 -0.193
C 0.5150 -0.3061 4.2529 -0.040
C -0.2051 1.9968 4.2234 -0.364
O -0.1113 2.0870 3.0137 0.004
H 0.9016 0.6300 6.8360 0.087
H -0.7918 0.0980 6.6704 0.092
H -0.4040 1.8269 6.7657 0.068
H 1.4335 -0.0867 3.7060 0.094
H -0.2456 -0.6159 3.5381 0.073
H 0.6960 -1.1073 4.9666 0.088
H -0.5345 2.8474 4.8477 0.130
C -2.1075 -5.2397 0.9769 -0.053
N -3.0144 -4.2520 0.4256 -0.194
C -4.1052 -4.6902 -0.4246 -0.045
C -2.8748 -2.9331 0.6792 -0.338
O -3.6039 -2.0587 0.2442 0.013
H -1.6201 -5.7811 0.1632 0.091
H -2.6690 -5.9457 1.5935 0.087
H -1.3460 -4.7601 1.5893 0.087
H -4.0130 -4.2217 -1.4063 0.086
H -5.0562 -4.3849 0.0156 0.091
H -4.0844 -5.7724 -0.5337 0.085
H -2.0141 -2.7055 1.3238 0.115
C -6.9782 -0.4738 -3.2032 -0.056
N -5.7956 0.2965 -2.8738 -0.193
C -5.8507 1.7464 -2.9551 -0.037
C -4.6457 -0.2871 -2.4935 -0.310
O -3.6241 0.3106 -2.2040 -0.015
H -7.2710 -0.2672 -4.2349 0.089
H -7.7939 -0.1915 -2.5344 0.090
H -6.7837 -1.5393 -3.0956 0.084
H -5.1042 2.0997 -3.6678 0.092
H -5.6244 2.1745 -1.9776 0.096
H -6.8401 2.0667 -3.2738 0.085
H -4.7050 -1.3865 -2.4614 0.134
C 4.3953 -1.6836 -8.0146 -0.058
N 5.3282 -0.8464 -7.2871 -0.200
C 6.2102 0.0385 -8.0275 -0.043
C 5.4053 -0.8610 -5.9401 -0.357
O 6.1649 -0.1832 -5.2759 0.013
H 4.9471 -2.3451 -8.6863 0.088
H 3.7230 -1.0543 -8.6019 0.089
H 3.8057 -2.2872 -7.3271 0.084
H 7.2485 -0.2123 -7.8053 0.092
H 6.0317 1.0704 -7.7214 0.093
H 6.0310 -0.0617 -9.0958 0.084
H 4.6942 -1.5660 -5.4751 0.134
C 2.2850 5.4797 6.2785 -0.055
N 1.6365 4.8033 7.3855 -0.197
C 0.9245 5.5914 8.3766 -0.040
C 1.6720 3.4635 7.5264 -0.367
O 1.1496 2.8386 8.4301 0.002
H 3.0327 6.1755 6.6652 0.089
H 1.5401 6.0348 5.7045 0.090
H 2.7739 4.7611 5.6232 0.085
H 1.3628 5.4210 9.3610 0.093
H -0.1211 5.2813 8.4063 0.093
H 0.9846 6.6486 8.1282 0.086
H 2.2369 2.9598 6.7223 0.136
```

Computed properties:
2S+1 = 1
charge = 0
SMILES = C=CC1=C(B(C)O)C(=O)OC1=O.CN(C)C=O.CN(C)C=O.CN(C)C=O.CN(C)C=O.CN(C)C=O
F_max = 4.00 eV Å⁻¹
LUMO energy = -0.55 eV
gap between HOMO and LUMO = 6.3 eV
E_tot = -50046.19366 eV

No. 3
This record from the Open Molecules 2025 dataset describes C22H42Cl3DyN2O3SSi as an isolated structure. The level of theory is ωB97M-V/def2-TZVPD.

Geometry as XYZ:
```
75
Properties=species:S:1:pos:R:3:lowdin_spin:R:1
C 2.0066 7.4894 0.8104 0.000
C 3.4636 7.6891 0.5206 0.000
H 1.7802 7.7847 1.8388 0.000
H 1.7319 6.4351 0.6598 0.000
H 1.3725 8.1112 0.1605 0.000
C 4.1843 8.7137 1.0137 0.000
C 3.6704 9.7287 1.9728 0.000
H 5.2182 8.8666 0.6838 0.000
H 3.1589 9.2458 2.8196 0.000
H 2.9920 10.4829 1.5395 0.000
H 4.5288 10.2962 2.3431 0.000
Dy 0.9049 1.7139 -0.3312 5.065
Cl -0.5643 0.2577 -1.7750 -0.012
Cl 1.5291 3.5277 -2.0148 -0.007
C 3.1205 0.4960 -2.2223 0.000
O 2.6354 0.3145 -1.0506 -0.012
N 4.3592 0.1526 -2.5447 0.000
C 5.2257 -0.3962 -1.5067 0.000
C 4.9878 0.5066 -3.8163 0.000
H 2.5430 0.9958 -2.9972 0.000
H 4.6854 -1.1719 -0.9558 0.000
H 5.5303 0.3858 -0.7803 0.000
H 6.0979 -0.8119 -2.0184 0.000
H 4.2555 0.4463 -4.6207 0.000
H 5.7889 -0.2149 -3.9938 0.000
H 5.4007 1.5254 -3.8149 0.000
H -1.5568 2.0662 4.4175 0.000
H 0.6147 3.5955 2.9089 0.000
C -0.6460 1.6025 4.8374 0.000
C 1.0759 3.0660 3.7704 0.000
N 0.4709 1.7449 3.8957 0.000
H -0.8205 0.5297 4.9961 0.000
C 0.5389 0.8172 2.9397 -0.001
O 1.1235 0.9284 1.8252 -0.015
H 2.1582 3.0063 3.6323 0.000
H -0.0075 -0.1112 3.1755 0.000
H -0.3990 2.0993 5.7786 0.000
H 0.8337 3.6262 4.6736 0.000
O 3.8939 5.3730 0.3421 0.000
C 4.1364 6.6067 -0.3211 0.000
C 6.5854 6.8184 0.4362 0.000
C 5.6214 6.8286 -0.5913 0.000
H 6.2907 6.6858 1.4803 0.000
C 7.9326 7.0430 0.1068 0.000
H 3.5660 6.5852 -1.2679 0.000
C 5.9872 7.1485 -1.9044 0.000
H 8.6999 6.9676 0.8835 0.000
C 8.3040 7.3517 -1.2106 0.000
C 7.3175 7.4357 -2.2041 0.000
H 5.1900 7.2086 -2.6485 0.000
H 9.3507 7.5273 -1.4714 0.000
H 7.5783 7.6867 -3.2339 0.000
Si 4.7149 3.9126 0.4297 0.000
Cl -0.3406 3.6902 0.9064 -0.009
C 5.9985 3.9031 1.7801 0.000
C 5.4387 3.4661 -1.2354 0.000
C 3.3762 2.7355 0.9437 -0.003
H 6.8961 4.4523 1.4611 0.000
H 6.2812 2.8581 1.9666 0.000
H 5.6115 4.3232 2.7225 0.000
H 2.6934 3.1699 1.6887 0.000
H 3.7137 1.7512 1.2953 0.000
H 2.8783 2.6408 -0.0492 -0.004
H 6.0746 4.2975 -1.5817 0.000
H 4.6261 3.3115 -1.9639 0.000
H 6.0558 2.5504 -1.1631 0.000
C -0.7091 -2.8443 -0.2866 0.000
S 0.6283 -1.9367 0.5034 0.000
C 0.4579 -2.6623 2.1372 0.000
H -0.9224 -2.3263 -1.2314 0.000
H -1.6073 -2.8601 0.3562 0.000
H -0.3531 -3.8649 -0.4970 0.000
H -0.5830 -2.6496 2.4628 0.000
H 0.8427 -3.6908 2.0722 0.000
H 1.0687 -2.0841 2.8380 0.000
```

Computed properties:
2S+1 = 6
charge = 0
<S²> = 9.3315
F_max = 2.39 eV Å⁻¹
energy above the lowest of the compared OMol25 structures with the same formula, charge and spin = 0.624 eV
LUMO energy (spin up / spin down) = 0.35 / 0.35 eV
gap between HOMO and LUMO (spin up / spin down) = 8.6 / 8.6 eV
E_tot = -112989.59112 eV

No. 4
This record from the Open Molecules 2025 dataset describes C22H42Cl3MnN2O4SSi as an isolated structure. The level of theory is ωB97M-V/def2-TZVPD.

Geometry as XYZ:
```
76
Properties=species:S:1:pos:R:3:lowdin_spin:R:1
C 2.6012 -2.0717 -2.7899 0.004
C 2.3159 -1.0236 -3.8296 -0.006
H 1.8089 -2.8335 -2.8059 0.000
H 2.6346 -1.6556 -1.7719 0.002
H 3.5452 -2.5864 -3.0047 0.000
C 2.2803 -1.3278 -5.1274 -0.002
C 2.4405 -2.7042 -5.6499 -0.001
H 2.0745 -0.5631 -5.8707 0.000
H 1.7982 -3.4239 -5.1290 0.000
H 3.4651 -3.0549 -5.5019 0.000
H 2.2172 -2.7653 -6.7190 0.000
Mn 1.1823 -0.1597 -0.6482 3.905
Cl 0.6375 2.0303 0.0520 0.002
Cl 1.9517 -0.7693 1.3296 0.050
H -3.4587 2.0985 3.6320 0.000
H -0.9348 1.2293 6.5102 0.000
C -3.1728 1.1506 4.0929 0.000
C -1.5952 0.6095 5.8937 0.000
N -1.8123 1.2287 4.5957 0.000
H -3.2148 0.2992 3.3554 0.000
C -0.7362 1.1398 3.7289 0.000
O -0.7311 1.2717 2.5320 0.001
H -1.1354 -0.3900 5.8082 0.000
H 0.2060 0.8000 4.2430 0.000
H -3.8095 0.8909 4.9412 0.000
H -2.5469 0.4948 6.4056 0.000
H -0.3568 -3.8474 2.4133 0.000
H 0.2933 -3.7507 -1.1315 0.000
C -1.2038 -3.9243 1.7270 0.000
C -0.7423 -3.8819 -0.7397 0.000
N -0.9534 -3.1545 0.5245 0.003
H -2.0749 -3.4824 2.2118 0.000
C -0.8948 -1.8386 0.5459 0.008
O -0.7693 -1.0871 -0.4587 0.046
H -1.4561 -3.5350 -1.5171 0.000
H -0.9666 -1.3738 1.5312 0.000
H -1.3819 -4.9557 1.4376 0.000
H -0.9123 -4.9519 -0.5198 0.000
O 0.9787 -0.0050 -2.4242 -0.014
C 1.8964 0.3537 -3.3717 -0.003
C -0.0391 1.1343 -4.8745 0.000
C 1.2107 1.3679 -4.2774 0.002
H -0.6142 0.2454 -4.5697 0.000
C -0.5242 2.0570 -5.8231 0.000
H 2.7553 0.8181 -2.8768 -0.006
C 1.8562 2.6037 -4.4199 0.000
H -1.4647 1.8234 -6.3373 0.000
C 0.1534 3.2718 -6.0365 0.000
C 1.3151 3.5525 -5.2975 0.000
H 2.7341 2.8551 -3.7971 0.000
H -0.1815 3.9273 -6.8518 0.000
H 1.8122 4.5123 -5.4362 0.000
Si -1.7302 1.6963 -0.4844 0.003
Cl -2.4838 -1.3044 2.9918 0.001
C -2.6702 0.6558 -1.8609 0.000
C -1.2298 3.0660 -1.7704 0.001
C -2.8279 2.0808 0.8551 0.001
H -2.6235 1.1530 -2.8489 0.000
H -3.7390 0.6169 -1.5778 0.000
H -2.2983 -0.3665 -2.0305 0.000
H -3.0963 1.1841 1.3749 0.000
H -3.6632 2.6282 0.4537 0.000
H -2.3136 2.6891 1.5572 0.000
H -1.7052 2.9251 -2.7559 0.000
H -0.1433 3.1114 -1.9798 0.000
H -1.5302 4.0266 -1.3207 0.000
C 2.2389 1.3373 6.0194 0.000
S 3.2339 -0.0437 6.5416 0.000
C 2.0539 -1.4312 6.4094 0.000
O 4.3222 -0.3271 5.5573 0.000
H 1.3157 1.3645 6.6127 0.000
H 2.0709 1.2356 4.9436 0.000
H 2.8723 2.2057 6.2303 0.000
H 1.5780 -1.4264 5.4150 0.000
H 2.5888 -2.3805 6.5637 0.000
H 1.2989 -1.3452 7.2007 0.000
```

Computed properties:
2S+1 = 5
charge = 0
<S²> = 6.1180
F_max = 4.92 eV Å⁻¹
energy above the lowest of the compared OMol25 structures with the same formula, charge and spin = 6.609 eV
LUMO energy (spin up / spin down) = -3.09 / -0.77 eV
gap between HOMO and LUMO (spin up / spin down) = 4.2 / 6.6 eV
E_tot = -122264.18298 eV